Entry 1:
C5H8O3 | ωB97M-V/def2-TZVPD

As for the energy above the lowest of the compared OMol25 structures with the same formula, charge and spin: 894.94 kJ/mol. Its strongest force on any atom is 0.161 Eh/bohr. Its SMILES is CC1(O)[C@@H]2OCO[C@H]21. The HOMO energy is -8.04 eV. The value obtained for the total energy is -11448.2437 eV.

```
! wB97M-V def2-TZVPD RIJCOSX def2/J DEFGRID3
* xyz 0 1
C 1.456 1.854 0.268
C 0.816 0.620 0.332
O 1.458 -0.623 0.767
C -0.031 -0.423 -0.671
O -1.174 -0.679 -1.426
C -1.890 -1.402 -0.418
O -1.285 -0.907 0.987
C -0.641 0.282 0.545
H 2.036 2.188 1.240
H 2.083 1.583 -0.574
H 0.666 2.515 -0.047
H 2.471 -0.870 0.232
H 0.357 -1.513 -0.656
H -2.031 -2.490 -0.354
H -2.898 -1.153 -0.437
H -1.393 1.016 0.213
*
```

These are the Löwdin partial charges, in e, on atoms 1 to 2: number 1, C, carries -0.026; number 2, C, carries -0.379

=====

Entry 2:
C36H43As3BrF9N2O4RbS2Sb | ωB97M-V/def2-TZVPD

As for the energy above the lowest of the compared OMol25 structures with the same formula, charge and spin: 77.35 kJ/mol. Its strongest force on any atom is 0.037 Eh/bohr. The HOMO energy is -8.73 eV. The value obtained for the total energy is -355077.6794 eV.

```
! wB97M-V def2-TZVPD RIJCOSX def2/J DEFGRID3
* xyz 0 1
Rb 1.915 -0.834 1.130
F 1.547 0.627 6.571
C 2.434 -0.046 5.831
F 2.253 -1.349 6.035
F 3.662 0.292 6.220
S 2.168 0.404 4.034
O 1.324 -0.650 3.499
O 1.669 1.745 4.090
N 3.604 0.428 3.331
S 4.461 -0.880 3.007
O 4.276 -1.322 1.633
O 4.434 -1.889 4.034
C 6.160 -0.178 3.059
F 7.004 -1.156 2.699
F 6.314 0.851 2.225
F 6.454 0.219 4.296
C 1.752 -0.886 -4.110
As 1.997 -0.527 -2.214
C 0.988 -2.117 -1.592
C 0.478 0.723 -1.945
C 0.744 2.235 -2.105
C -0.583 2.943 -1.832
C 1.835 2.733 -1.155
As 1.585 2.425 0.760
C 3.468 2.872 1.185
C 0.860 4.156 1.268
C 1.201 2.517 -3.539
As 1.594 4.407 -3.968
C 1.506 4.185 -5.909
C 3.546 4.327 -3.840
H 2.105 -0.042 -4.696
H 0.697 -1.065 -4.322
H 2.329 -1.771 -4.379
H -0.036 -2.067 -1.969
H 0.955 -2.195 -0.509
H 1.467 -3.024 -1.959
H 0.064 0.528 -0.945
H -0.291 0.410 -2.658
H -0.975 2.708 -0.835
H -1.338 2.613 -2.551
H -0.500 4.029 -1.906
H 1.983 3.815 -1.267
H 2.791 2.261 -1.407
H 3.704 3.792 0.645
H 4.133 2.074 0.858
H 3.591 3.010 2.255
H 1.563 4.930 0.953
H 0.724 4.212 2.346
H -0.101 4.303 0.772
H 0.432 2.193 -4.250
H 2.114 1.961 -3.777
H 0.469 4.049 -6.212
H 2.096 3.328 -6.235
H 1.893 5.087 -6.381
H 3.853 4.346 -2.796
H 3.963 5.199 -4.342
H 3.928 3.422 -4.315
Br 2.288 -3.921 2.716
C 1.245 -5.049 1.641
C 1.212 -6.412 1.948
C 0.457 -7.225 1.125
C -0.212 -6.662 0.042
C -0.099 -5.303 -0.165
N 0.612 -4.492 0.627
H 1.756 -6.798 2.794
H 0.398 -8.286 1.324
H -0.804 -7.263 -0.632
H -0.592 -4.827 -1.008
F -7.721 -2.284 3.895
C -6.548 -2.073 3.264
C -5.498 -1.540 3.986
C -4.297 -1.331 3.326
C -4.149 -1.638 1.973
C -5.233 -2.175 1.288
C -6.446 -2.400 1.930
Sb -2.293 -1.153 1.106
C -2.663 0.922 1.005
C -3.739 1.482 0.310
C -4.024 2.832 0.399
C -3.236 3.614 1.227
F -3.519 4.928 1.327
C -2.184 3.102 1.955
C -1.897 1.748 1.824
C -2.696 -1.689 -0.889
C -2.647 -0.770 -1.934
C -2.791 -1.162 -3.259
C -2.990 -2.501 -3.523
F -3.130 -2.896 -4.804
C -3.056 -3.452 -2.524
C -2.903 -3.033 -1.211
H -5.625 -1.303 5.031
H -3.470 -0.915 3.890
H -5.159 -2.417 0.237
H -7.300 -2.814 1.413
H -4.381 0.860 -0.304
H -4.848 3.280 -0.138
H -1.613 3.753 2.601
H -1.062 1.340 2.386
H -2.484 0.280 -1.729
H -2.753 -0.451 -4.072
H -3.223 -4.488 -2.783
H -2.947 -3.782 -0.428
*
```

These are the Löwdin partial charges, in e, on atoms 1 to 2: number 1, Rb, carries 0.752; number 2, F, carries 0.138

=====

Entry 3:
C3H5OPS2 | ωB97M-V/def2-TZVPD

As for the energy above the lowest of the compared OMol25 structures with the same formula, charge and spin: 277.14 kJ/mol. Its strongest force on any atom is 0.111 Eh/bohr. The HOMO energy (alpha / beta) is -7.59 / -7.60 eV. The value obtained for the total energy is -36195.9100 eV.

```
! wB97M-V def2-TZVPD RIJCOSX def2/J DEFGRID3
* xyz 0 1
C 0.108 -0.311 1.023
C 0.802 -0.257 -1.150
C 0.993 0.558 0.136
O -3.153 -0.144 0.660
P -2.528 -0.036 -0.647
S -0.522 -1.265 -0.499
S 0.199 2.234 0.014
H 0.536 -1.016 1.764
H -0.564 0.157 1.548
H 0.434 0.254 -1.986
H 1.729 -1.002 -1.262
H 1.966 0.828 0.400
*
```

These are the Löwdin partial charges, in e, on atoms 1 to 2: number 1, C, carries -0.376; number 2, C, carries -0.470

=====

Entry 4:
CH4ClN2O | ωB97M-V/def2-TZVPD

As for the energy above the lowest of the compared OMol25 structures with the same formula, charge and spin: 127.96 kJ/mol. Its strongest force on any atom is 0.092 Eh/bohr. Its SMILES is N/C(Cl)=[NH+]/O. The HOMO energy is -15.37 eV. The value obtained for the total energy is -18642.4051 eV.

```
! wB97M-V def2-TZVPD RIJCOSX def2/J DEFGRID3
* xyz 1 1
N 0.011 1.363 -0.119
C 0.771 0.317 0.044
Cl 2.434 0.504 0.054
N 0.067 -1.063 0.054
O 0.871 -2.115 -0.187
H -0.893 1.337 0.346
H 0.297 2.296 -0.373
H -0.634 -1.116 -0.690
H 1.152 -2.390 0.707
*
```

These are the Löwdin partial charges, in e, on atoms 1 to 2: number 1, N, carries 0.171; number 2, C, carries -0.624

=====

Entry 5:
C37H64N6O2P3SScTe | ωB97M-V/def2-TZVPD

As for the energy above the lowest of the compared OMol25 structures with the same formula, charge and spin: 127.26 kJ/mol. Its strongest force on any atom is 0.036 Eh/bohr. The HOMO energy is 0.15 eV. The value obtained for the total energy is -119140.0104 eV.

```
! wB97M-V def2-TZVPD RIJCOSX def2/J DEFGRID3
* xyz -2 1
Sc 0.030 0.207 0.011
N 6.488 -5.770 -0.187
C 5.767 -4.727 0.423
C 4.575 -4.984 1.095
C 3.809 -3.941 1.591
C 4.224 -2.628 1.428
C 5.465 -2.376 0.849
C 6.225 -3.417 0.344
S 3.120 -1.305 1.938
O 2.213 -1.970 2.846
O 3.963 -0.275 2.468
N 2.212 -0.861 0.660
C 2.838 -0.278 -0.407
N 4.171 -0.193 -0.509
C 4.665 0.378 -1.590
C 3.877 0.789 -2.644
C 2.517 0.594 -2.490
N 1.981 0.140 -1.389
H 6.316 -6.670 0.227
H 7.476 -5.586 -0.262
H 4.240 -6.010 1.218
H 2.898 -4.132 2.142
H 5.817 -1.353 0.815
H 7.184 -3.212 -0.127
H 5.748 0.476 -1.613
H 4.288 1.219 -3.545
H 1.824 0.854 -3.278
C -3.830 -2.097 -0.909
P -2.009 -2.123 -1.181
C -1.910 -1.480 -2.900
C -1.739 -3.910 -1.632
C -0.276 -4.085 -2.132
P 0.825 -2.860 -1.256
C 2.473 -3.468 -1.817
C 0.680 -3.702 0.366
H -4.397 -2.365 -1.805
H -4.114 -1.096 -0.578
H -4.070 -2.793 -0.100
H -2.742 -1.831 -3.518
H -0.965 -1.786 -3.349
H -1.907 -0.396 -2.822
H -2.469 -4.216 -2.387
H -1.905 -4.522 -0.742
H -0.231 -3.895 -3.208
H 0.102 -5.097 -1.963
H 2.624 -4.526 -1.587
H 3.260 -2.889 -1.326
H 2.561 -3.309 -2.895
H 0.870 -4.778 0.277
H -0.331 -3.534 0.717
H 1.343 -3.261 1.096
Te 1.359 2.455 0.784
C -2.093 4.005 0.200
C -1.916 4.276 -1.304
C -2.882 5.388 -1.733
C -0.485 4.814 -1.465
P -2.043 2.573 -2.190
N -1.442 1.374 -1.454
C -1.254 2.891 -3.921
C -1.590 4.177 -4.678
C -1.605 1.705 -4.831
C 0.270 2.826 -3.684
C -3.938 2.372 -2.507
C -4.597 3.277 -3.551
C -4.646 2.534 -1.149
C -4.202 0.913 -2.894
H -1.725 4.866 0.770
H -1.491 3.151 0.504
H -3.135 3.831 0.479
H -2.621 6.289 -1.163
H -3.927 5.161 -1.517
H -2.798 5.636 -2.793
H -0.337 5.626 -0.743
H -0.305 5.226 -2.462
H 0.260 4.051 -1.230
H -2.638 4.225 -4.975
H -0.986 4.206 -5.594
H -1.354 5.072 -4.104
H -2.640 1.741 -5.176
H -1.433 0.755 -4.322
H -0.962 1.730 -5.719
H 0.707 3.806 -3.502
H 0.769 2.398 -4.565
H 0.489 2.203 -2.817
H -4.334 4.328 -3.438
H -5.687 3.193 -3.455
H -4.335 2.966 -4.566
H -4.760 3.573 -0.846
H -4.096 2.005 -0.366
H -5.650 2.097 -1.209
H -3.804 0.647 -3.872
H -5.285 0.732 -2.910
H -3.754 0.257 -2.152
C -2.769 -2.739 4.876
N -1.860 -3.049 3.791
C -2.611 -3.372 2.587
C -0.812 -2.014 3.549
C -1.353 -0.638 3.224
C -1.858 0.099 4.298
C -2.614 1.246 4.103
C -2.870 1.644 2.800
C -2.267 0.962 1.750
C -1.440 -0.171 1.895
H -3.394 -3.615 5.074
H -3.431 -1.883 4.678
H -2.197 -2.517 5.782
H -3.444 -4.031 2.848
H -1.973 -3.910 1.888
H -3.014 -2.482 2.080
H -0.182 -2.367 2.742
H -0.190 -1.989 4.447
H -1.660 -0.239 5.313
H -3.009 1.799 4.949
H -3.492 2.511 2.601
H -2.465 1.325 0.744
*
```

These are the Löwdin partial charges, in e, on atoms 1 to 2: number 1, Sc, carries 0.394; number 2, N, carries 0.073

=====

Entry 6:
H80O40 | ωB97M-V/def2-TZVPD

As for the energy above the lowest of the compared OMol25 structures with the same formula, charge and spin: 967.97 kJ/mol. Its strongest force on any atom is 0.077 Eh/bohr. The HOMO energy is -10.75 eV. The value obtained for the total energy is -83195.7832 eV.

```
! wB97M-V def2-TZVPD RIJCOSX def2/J DEFGRID3
* xyz 0 1
H -5.027 -1.491 1.158
H -3.830 -1.574 2.050
O -4.768 -1.291 2.092
H 2.527 -2.881 4.029
H 3.569 -3.661 4.553
O 2.623 -3.443 4.786
H 2.921 -1.518 -5.402
H 2.641 -0.062 -6.106
O 2.414 -0.648 -5.357
H 2.127 2.595 -1.069
H 1.901 1.913 -2.412
O 2.504 2.439 -1.908
H -2.430 -0.967 -1.307
H -1.711 -2.442 -0.699
O -1.824 -1.745 -1.437
H -2.215 4.155 4.252
O -1.729 3.570 4.822
H -2.732 0.812 4.191
O -2.886 1.152 5.093
H -1.003 0.503 4.913
H -0.393 0.574 3.613
O -0.195 0.699 4.516
H -1.026 -4.410 4.290
H -1.786 -5.533 3.507
O -1.436 -5.248 4.322
H 2.321 -1.140 -0.406
H 3.237 -2.057 0.474
O 2.312 -2.035 -0.004
H 1.963 3.520 -3.654
H 0.773 3.677 -4.568
O 1.520 4.166 -4.204
H 4.755 0.919 -2.214
O 4.491 0.870 -1.278
H -2.392 -1.270 -3.478
H -1.321 -1.357 -4.639
O -2.064 -0.816 -4.321
H -0.085 -6.078 -1.444
H 1.339 -6.317 -1.534
O 0.555 -6.545 -2.052
H -1.526 1.153 -5.796
H -0.515 1.657 -4.671
O -0.951 1.817 -5.459
H 1.029 -1.172 2.019
H 2.204 -1.911 1.970
O 1.738 -1.348 2.581
H 2.985 0.888 3.004
H 2.125 1.740 3.780
O 2.593 1.772 2.901
H 1.527 -2.391 -4.610
H 0.976 -3.638 -3.987
O 1.771 -3.059 -3.938
H -2.275 0.395 1.145
O -2.170 0.905 1.999
H 5.029 -1.139 1.312
H 4.914 -1.790 2.625
O 4.642 -1.957 1.674
H -4.450 -0.125 -2.266
O -3.540 -0.087 -2.108
H -0.295 1.933 -1.602
H -1.591 2.409 -0.681
O -0.565 2.493 -0.884
H 3.373 -2.833 -3.039
H 3.902 -1.399 -3.567
O 4.063 -2.314 -3.387
H 0.361 5.605 0.887
H 1.462 6.307 1.655
O 0.627 5.890 1.764
H -2.173 -1.104 4.417
H -3.015 -2.462 4.247
O -2.247 -1.982 3.941
H 4.616 3.909 0.931
H 3.475 3.210 0.435
O 4.412 3.172 0.393
H -0.354 -3.848 -1.908
H -1.615 -4.765 -2.473
O -1.024 -4.016 -2.596
H 6.503 -0.898 -1.021
H 5.981 -2.370 -0.535
O 6.306 -1.521 -0.348
H 0.411 3.680 2.339
H -0.989 3.487 1.646
O -0.171 3.047 1.847
H 1.573 -3.659 -0.673
H 2.020 -3.490 -2.083
O 1.704 -4.146 -1.536
H 0.114 0.121 -3.035
H -1.439 0.125 -3.216
O -0.593 0.720 -2.874
H -6.246 1.437 1.980
O -5.421 1.612 1.455
H -1.437 -2.355 1.867
H -1.315 -3.858 2.026
O -1.826 -3.140 1.548
H -1.700 1.638 1.715
H -0.801 3.921 4.756
H -3.234 0.775 -1.832
H -2.655 2.109 4.987
H 4.283 1.807 -1.058
H -4.591 1.183 1.694
O -1.580 4.967 -0.768
H -1.177 4.750 0.122
H -0.810 5.157 -1.327
O -0.471 0.247 0.274
H -0.490 -0.017 -0.611
H -0.117 1.079 0.626
O -4.281 -2.677 -2.470
H -3.964 -3.207 -3.190
H -3.478 -2.572 -1.881
O -2.832 4.453 2.153
H -2.994 5.147 1.469
H -3.532 4.749 2.820
O -3.096 2.730 -1.034
H -3.615 2.665 -0.247
H -2.805 3.668 -1.162
O 0.391 -3.952 0.796
H 0.987 -4.643 0.664
H 0.543 -3.002 0.885
O 0.901 4.873 -0.607
H 1.203 5.098 -1.476
H 0.679 3.903 -0.334
*
```

These are the Löwdin partial charges, in e, on atoms 1 to 2: number 1, H, carries 0.062; number 2, H, carries 0.005

=====

Entry 7:
C19H19N5O3 | ωB97M-V/def2-TZVPD

As for the energy above the lowest of the compared OMol25 structures with the same formula, charge and spin: 168.36 kJ/mol. Its strongest force on any atom is 0.028 Eh/bohr. Its SMILES is CCOCCCn1/c(=N/C(C)=O)c(C#N)cc2c(=O)n3ccccc3nc21. The HOMO energy is -8.38 eV. The value obtained for the total energy is -33604.6557 eV.

```
! wB97M-V def2-TZVPD RIJCOSX def2/J DEFGRID3
* xyz 0 1
C 4.792 2.234 -0.112
C 3.343 2.594 -0.401
O 2.665 1.416 -0.791
C 1.341 1.596 -1.219
C 0.351 1.959 -0.104
C 0.355 0.943 1.040
N -0.106 -0.365 0.608
C 0.833 -1.385 0.465
N 2.037 -1.133 0.768
C 3.198 -1.832 0.860
C 4.112 -1.607 -0.325
O 3.509 -2.446 1.854
C 0.335 -2.655 -0.050
C 1.266 -3.678 -0.323
N 2.004 -4.513 -0.596
C -0.991 -2.847 -0.291
C -1.909 -1.797 -0.057
C -3.307 -1.990 -0.284
O -3.856 -2.998 -0.673
N -4.105 -0.823 -0.002
C -5.450 -0.923 -0.177
C -6.279 0.123 0.063
C -5.730 1.347 0.503
C -4.385 1.454 0.679
C -3.527 0.352 0.427
N -2.236 0.493 0.608
C -1.425 -0.552 0.385
H 4.833 1.486 0.675
H 5.338 3.118 0.206
H 5.261 1.826 -1.003
H 3.284 3.340 -1.210
H 2.884 3.028 0.498
H 1.061 0.638 -1.666
H 1.296 2.371 -2.001
H 0.603 2.936 0.310
H -0.649 2.023 -0.533
H -0.307 1.291 1.835
H 1.370 0.806 1.414
H 5.147 -1.693 -0.007
H 3.908 -2.384 -1.061
H 3.917 -0.634 -0.766
H -1.369 -3.788 -0.661
H -5.781 -1.894 -0.515
H -7.341 0.016 -0.082
H -6.379 2.186 0.697
H -3.913 2.363 1.014
*
```

These are the Löwdin partial charges, in e, on atoms 1 to 2: number 1, C, carries -0.066; number 2, C, carries -0.274

=====

> Which of these has the highest strongest force on any atom?

C5H8O3

=====

Repeat the seventh record exactly.
C19H19N5O3 | ωB97M-V/def2-TZVPD

As for the energy above the lowest of the compared OMol25 structures with the same formula, charge and spin: 168.36 kJ/mol. Its strongest force on any atom is 0.028 Eh/bohr. Its SMILES is CCOCCCn1/c(=N/C(C)=O)c(C#N)cc2c(=O)n3ccccc3nc21. The HOMO energy is -8.38 eV. The value obtained for the total energy is -33604.6557 eV.

```
! wB97M-V def2-TZVPD RIJCOSX def2/J DEFGRID3
* xyz 0 1
C 4.792 2.234 -0.112
C 3.343 2.594 -0.401
O 2.665 1.416 -0.791
C 1.341 1.596 -1.219
C 0.351 1.959 -0.104
C 0.355 0.943 1.040
N -0.106 -0.365 0.608
C 0.833 -1.385 0.465
N 2.037 -1.133 0.768
C 3.198 -1.832 0.860
C 4.112 -1.607 -0.325
O 3.509 -2.446 1.854
C 0.335 -2.655 -0.050
C 1.266 -3.678 -0.323
N 2.004 -4.513 -0.596
C -0.991 -2.847 -0.291
C -1.909 -1.797 -0.057
C -3.307 -1.990 -0.284
O -3.856 -2.998 -0.673
N -4.105 -0.823 -0.002
C -5.450 -0.923 -0.177
C -6.279 0.123 0.063
C -5.730 1.347 0.503
C -4.385 1.454 0.679
C -3.527 0.352 0.427
N -2.236 0.493 0.608
C -1.425 -0.552 0.385
H 4.833 1.486 0.675
H 5.338 3.118 0.206
H 5.261 1.826 -1.003
H 3.284 3.340 -1.210
H 2.884 3.028 0.498
H 1.061 0.638 -1.666
H 1.296 2.371 -2.001
H 0.603 2.936 0.310
H -0.649 2.023 -0.533
H -0.307 1.291 1.835
H 1.370 0.806 1.414
H 5.147 -1.693 -0.007
H 3.908 -2.384 -1.061
H 3.917 -0.634 -0.766
H -1.369 -3.788 -0.661
H -5.781 -1.894 -0.515
H -7.341 0.016 -0.082
H -6.379 2.186 0.697
H -3.913 2.363 1.014
*
```

These are the Löwdin partial charges, in e, on atoms 1 to 2: number 1, C, carries -0.066; number 2, C, carries -0.274

=====

> What is the formula in the sixth record?

H80O40

=====

> Look up the strongest force on any atom of the first one.

0.161 Eh/bohr